No. 1
Computed, not measured: a cluster of 2 separate species, C4H14N3O in total, with ωB97M-V/def2-TZVPD.

Output
Frontier orbital gap ... 0.3719 Eh
Total charge ... +1
HOMO energy ... -13.2 eV

Each line ends with the Löwdin charge.
CARTESIAN COORDINATES (ANGSTROEM)
N -0.2791 0.1717 -1.0979  0.165
C 0.1648 -1.0927 -1.8064  -0.148
C 1.6979 -1.1724 -1.8855  -0.307
N 2.0291 -2.3362 -2.6485  0.004
H -0.0796 0.2189 -0.0723  0.067
H 0.1650 1.0107 -1.5051  0.171
H -1.2809 0.3240 -1.1911  0.160
H -0.2243 -1.9711 -1.2499  0.140
H -0.2337 -1.0976 -2.8463  0.142
H 2.0221 -0.2122 -2.3638  0.133
H 2.0939 -1.2359 -0.8572  0.124
H 3.0308 -2.4116 -2.5141  0.086
H 1.6629 -3.1697 -2.2016  0.083
C -1.1391 2.4942 2.1372  -0.001
C -0.8339 1.0393 2.2264  -0.511
N -1.4983 0.3388 3.1954  0.174
O -0.0167 0.4220 1.4851  -0.042
H -2.1125 2.7925 2.6007  0.102
H -1.0959 2.8107 1.0709  0.094
H -0.3395 3.0564 2.6676  0.113
H -2.3732 0.6880 3.6075  0.128
H -1.3597 -0.6677 3.2489  0.125


No. 2
Computed, not measured: a cluster of 3 separate species, C4H14N3O in total, with ωB97M-V/def2-TZVPD.

Output
Frontier orbital gap (alpha / beta) ... 0.1131 / 0.1840 Eh
Total charge ... +2
Multiplicity ... 2
HOMO energy (alpha / beta) ... -17.5 / -17.5 eV

Each line ends with the Löwdin charge.
CARTESIAN COORDINATES (ANGSTROEM)
C -1.4315 0.6713 1.7414  -0.218
C -0.5209 -0.3675 1.0473  -0.116
C 1.0505 0.0228 0.9976  -0.073
N -0.8014 1.6661 -0.8178  0.204
C 0.3924 0.8596 -1.2116  -0.200
N 1.4930 0.5172 -0.3308  0.253
N -2.5806 0.7896 0.9407  0.269
H -1.6044 0.5597 2.8109  0.162
H -0.8153 1.6269 1.7829  0.202
H -0.9011 -1.3215 1.4539  0.154
H -0.8841 -0.3562 0.0160  0.059
H 1.1994 0.6844 1.8897  0.183
H 1.5995 -0.8603 1.1701  0.131
H -0.1017 -0.1209 -1.4898  0.073
H -0.8079 2.5276 -1.3153  0.128
H 0.7548 1.4562 -2.0503  0.167
H -3.3807 0.9335 1.5203  0.119
H 0.0404 -0.9446 -1.9949  0.407
H -1.6962 1.4281 -0.3108  0.074
H 2.6727 -2.7893 -2.3620  0.061
H 2.9502 -3.6707 -1.2009  0.073
O 2.1569 -3.3851 -1.7392  -0.113


No. 3
Computed, not measured: a cluster of 2 separate species, C4H14N3O4 in total, with ωB97M-V/def2-TZVPD.

Output
Frontier orbital gap ... 0.3506 Eh
Total charge ... +1
HOMO energy ... -13.0 eV

Each line ends with the Löwdin charge.
CARTESIAN COORDINATES (ANGSTROEM)
C -1.2836 -3.1334 -0.4707  -0.213
C 2.1271 0.2779 0.7790  -0.117
C -0.7408 2.9760 -1.1490  -0.203
C 0.4612 -1.5274 0.3030  -0.173
N -0.3645 -2.4921 0.4976  0.137
N 1.3602 -1.0559 1.1019  0.155
N 0.3420 3.6717 -0.3905  0.024
O -2.1036 -3.9657 0.2556  0.003
O 1.5354 1.4279 1.3816  -0.020
O -1.0125 1.6926 -0.4233  -0.105
O 0.4538 -0.7526 -1.2125  0.022
H -1.8534 -2.3845 -0.9079  0.114
H -0.7312 -3.7844 -1.2119  0.171
H 3.0676 0.1201 1.3056  0.131
H 2.2352 0.3312 -0.3634  0.154
H -0.5682 2.7430 -2.2297  0.139
H -1.6505 3.5045 -1.0595  0.095
H -0.3103 -3.1637 1.3056  0.206
H 1.5372 -1.3861 2.0052  0.145
H 0.2193 3.5277 0.6308  0.079
H 1.2564 3.2915 -0.7017  0.083
H -2.9661 -3.5774 0.4310  0.117
H 0.7003 1.6758 1.0409  0.014
H -1.6381 1.9684 0.1755  0.036
H -0.0729 0.0150 -1.0932  0.007


No. 4
Computed, not measured: a cluster of 4 separate species, C4H14N4O7 in total, with ωB97M-V/def2-TZVPD.

Output
Frontier orbital gap ... 0.3135 Eh
Total charge ... +2
HOMO energy ... -16.0 eV

Each line ends with the Löwdin charge.
CARTESIAN COORDINATES (ANGSTROEM)
C 3.6466 -1.7178 -0.7851  -0.073
C 5.6510 1.0202 -0.0459  -0.004
C 3.2111 1.1952 0.6387  -0.032
C 4.2522 0.4940 -0.3125  -0.251
N 4.1925 -0.9784 0.0992  -0.106
N -9.1124 0.8360 0.3178  0.200
N 4.6835 -1.7496 1.0788  0.148
N -8.8025 -0.0744 0.9777  -0.010
O 2.9473 -2.3567 -1.4124  0.372
O -7.9054 2.3284 -0.9109  0.099
O -8.2580 -2.5132 -0.8632  -0.063
O -6.4679 -0.4979 -0.8803  -0.094
O -9.0223 1.4548 -0.8207  0.041
O -8.8959 -0.7121 1.9165  0.318
O -6.7204 -0.6380 0.4960  -0.127
H 5.5466 1.9738 0.5420  0.116
H 6.2455 0.3148 0.5780  0.099
H 6.1573 1.2285 -0.9255  0.064
H 2.1251 0.8812 0.6638  0.108
H 3.1795 2.2579 0.6545  0.075
H 3.6163 1.0227 1.6295  0.079
H 3.7780 0.3343 -1.2499  0.132
H 5.6728 -1.9041 1.1393  0.131
H 4.1373 -1.7501 1.9331  0.144
H -5.9389 -0.1573 0.9372  0.171
H -8.8987 -3.1400 -0.4952  0.068
H -8.1529 2.7065 -1.7848  0.158
H -8.5585 -2.5031 -1.8024  0.084
H -6.4474 -1.5050 -1.1891  0.155


No. 5
Computed, not measured: a cluster of 2 separate species, C4H14NO in total, with ωB97M-V/def2-TZVPD.

Output
Frontier orbital gap ... 0.4812 Eh
Total charge ... +1
HOMO energy ... -16.1 eV

Each line ends with the Löwdin charge.
CARTESIAN COORDINATES (ANGSTROEM)
C 1.3061 -0.8531 -0.9337  -0.026
C 0.8069 -0.3240 0.3955  -0.351
N -0.2454 0.7873 0.2789  0.007
C 0.2790 2.1365 0.0187  0.005
C 0.1788 -1.3618 1.3285  -0.044
H 0.6561 -0.8839 -1.8032  0.096
H 1.6031 -1.8632 -0.6676  0.086
H 2.2446 -0.4012 -1.2555  0.090
H 1.5880 0.0520 1.0719  0.153
H -0.9295 0.4101 -0.4056  0.123
H -0.7205 0.7791 1.1824  0.161
H 0.6275 2.5562 0.9615  0.113
H 1.2289 1.9761 -0.5352  0.108
H -0.2351 2.8070 -0.6420  0.101
H 0.2665 -2.3380 0.7976  0.096
H -0.8618 -1.2724 1.6251  0.081
H 0.6893 -1.4999 2.2958  0.100
H -2.8763 -0.8987 -0.7911  0.057
H -2.8616 0.1655 -1.9354  0.074
O -2.7447 0.0263 -0.9866  -0.031


No. 6
Computed, not measured: a cluster of 2 separate species, C4H14NO in total, with ωB97M-V/def2-TZVPD.

Output
Frontier orbital gap ... 0.4834 Eh
Total charge ... +1
HOMO energy ... -16.3 eV

Each line ends with the Löwdin charge.
CARTESIAN COORDINATES (ANGSTROEM)
C -0.7090 -1.9397 0.2045  -0.062
C 0.6627 -1.4062 0.5731  -0.151
N 0.7891 0.1037 0.4835  0.027
C -0.3286 0.9054 1.0720  -0.170
C -1.3276 1.3939 0.0092  -0.057
H -0.5840 -2.9970 0.0086  0.091
H -1.1691 -1.4628 -0.6559  0.077
H -1.4225 -1.8734 1.0151  0.084
H 0.8619 -1.6113 1.6267  0.133
H 1.4503 -1.8329 -0.0459  0.132
H 0.8980 0.4021 -0.4982  0.103
H 1.6739 0.3416 0.9394  0.179
H 0.0811 1.7313 1.6506  0.132
H -0.8616 0.2718 1.7800  0.119
H -0.9787 2.3473 -0.4081  0.086
H -1.4531 0.7062 -0.8297  0.072
H -2.2767 1.6145 0.5120  0.095
H 2.2547 1.2544 -2.1115  0.067
H 1.1273 0.9893 -3.1416  0.089
O 1.3119 1.0617 -2.1838  -0.045


No. 7
Computed, not measured: a cluster of 3 separate species, C4H14NO2 in total, with ωB97M-V/def2-TZVPD.

Output
Frontier orbital gap (alpha / beta) ... 0.1028 / 0.3460 Eh
Multiplicity ... 2
HOMO energy (alpha / beta) ... -2.5 / -9.2 eV

Each line ends with the Löwdin charge.
CARTESIAN COORDINATES (ANGSTROEM)
C 0.4740 -0.1361 -1.4002  -0.234
C -0.1883 0.8751 -2.2849  -0.319
C -1.6246 1.2363 -2.1346  -0.235
C -1.9239 2.2333 -1.2927  -0.094
N -0.0497 0.2700 -0.0299  0.101
H 1.5092 0.1067 -1.4786  0.075
H 0.0298 -1.2017 -1.6075  0.151
H 0.0068 0.4254 -3.2871  0.116
H 0.2550 1.8178 -2.2942  0.061
H -2.3918 0.7174 -2.6362  0.073
H -2.8825 2.6568 -1.2609  0.019
H -1.1744 2.8458 -0.7420  0.042
H 0.2365 -0.3092 0.7419  0.074
H -1.0601 0.3243 -0.1251  0.097
H 0.0842 1.2968 0.1229  0.087
H 1.8303 -3.0473 4.6681  0.059
H 1.3253 -4.0129 3.7300  0.093
O 1.1010 -3.0609 4.0056  -0.110
H 2.0844 -0.5563 2.4376  0.029
H 1.0182 -1.4837 2.8098  -0.005
O 1.3408 -0.9977 2.0580  -0.080


No. 8
Computed, not measured: a cluster of 2 separate species, C4H14NO2 in total, with ωB97M-V/def2-TZVPD.

Output
Frontier orbital gap ... 0.4487 Eh
Total charge ... +1
HOMO energy ... -15.1 eV

Each line ends with the Löwdin charge.
CARTESIAN COORDINATES (ANGSTROEM)
O -0.9263 0.4390 1.9204  -0.073
C -1.3224 -0.5944 0.9123  -0.128
C -0.1279 -0.8424 0.0527  -0.282
N 0.1499 0.5464 -0.6969  0.003
C 1.3205 0.3890 -1.5282  -0.050
C -0.1973 -2.0087 -0.9780  -0.029
H -1.4706 0.3354 2.6612  0.071
H -1.6354 -1.4957 1.5410  0.163
H -2.2228 -0.2456 0.3671  0.141
H 0.7936 -0.9243 0.4519  0.101
H 0.1792 1.3219 0.0039  0.124
H -0.8144 0.8397 -1.1320  0.229
H 1.6138 1.3678 -1.9508  0.112
H 2.2739 0.1454 -0.9365  0.148
H 1.0851 -0.3584 -2.3366  0.099
H -0.8919 -2.7567 -0.5676  0.086
H 0.8725 -2.4532 -1.1503  0.121
H -0.4350 -1.5347 -2.0959  0.138
H 0.2429 1.9245 2.1274  -0.002
H 0.8271 3.4040 1.8035  0.062
O 0.6856 2.5009 1.5312  -0.035


Here are the calculated largest force on an atom numbers, same order: 2.19; 6.14; 6.49; 3.60; 2.98; 1.05; 3.86; 3.97 (eV/A).
Here are the calculated DFT total energy numbers, same order: -10887.359; -10862.366; -17026.409; -24637.145; -7905.931; -7906.589; -9955.253; -9952.382 (eV).
Here are the calculated relative energy (zero: lowest compared OMol25 entry of this formula, charge and spin) numbers, same order: 18.5; 299.8; 32.6; 0.0; 23.6; 8.4; 65.4; 54.9 (kcal per mole).